C18H32N4O5 | the ωB97M-V functional and the def2-TZVPD basis

Output
LUMO level (eV): 0.757
HOMO level (eV): -8.98
Max |F| (eV Å⁻¹): 0.7
Electronic energy (a.u.): -1300.4419
HOMO-LUMO gap (Eh): 0.3577
SMILES: CC(C)[C@@H](NC(=O)[C@H]1CCCN1C(=O)OC(C)(C)C)C(=O)N[C@@H](C)C(N)=O

Geometry (Å):
C (2.434, 0.037, 0.400)
C (1.741, 0.718, -0.777)
C (1.208, 2.090, -0.367)
C (0.606, -0.184, -1.315)
N (-0.391, -0.441, -0.308)
C (-0.648, -1.662, 0.169)
O (-0.091, -2.677, -0.204)
C (-1.716, -1.664, 1.285)
C (-2.284, -3.068, 1.511)
C (-2.260, -3.267, 3.026)
C (-1.037, -2.457, 3.445)
N (-1.088, -1.316, 2.555)
C (-0.767, -0.049, 2.875)
O (-0.923, 0.889, 2.115)
O (-0.252, 0.021, 4.115)
C (0.161, 1.290, 4.672)
C (-1.026, 2.250, 4.757)
C (0.658, 0.930, 6.074)
C (1.297, 1.892, 3.845)
C (-0.065, 0.458, -2.533)
O (-1.186, 0.923, -2.509)
N (0.714, 0.479, -3.632)
C (0.264, 1.013, -4.896)
C (0.450, 2.536, -4.943)
C (1.097, 0.352, -5.993)
N (0.599, 0.492, -7.237)
O (2.136, -0.223, -5.754)
H (2.804, -0.945, 0.114)
H (3.271, 0.640, 0.744)
H (1.736, -0.087, 1.224)
H (2.467, 0.849, -1.587)
H (2.030, 2.734, -0.065)
H (0.683, 2.564, -1.193)
H (0.519, 1.998, 0.469)
H (1.017, -1.159, -1.602)
H (-0.868, 0.360, 0.086)
H (-2.482, -0.919, 1.046)
H (-1.617, -3.782, 1.023)
H (-3.281, -3.175, 1.088)
H (-3.158, -2.845, 3.480)
H (-2.182, -4.314, 3.308)
H (-0.116, -3.024, 3.268)
H (-1.061, -2.127, 4.483)
H (-1.835, 1.794, 5.323)
H (-0.720, 3.167, 5.253)
H (-1.386, 2.489, 3.760)
H (1.000, 1.823, 6.588)
H (-0.145, 0.475, 6.649)
H (1.478, 0.221, 6.006)
H (2.106, 1.172, 3.743)
H (1.676, 2.783, 4.338)
H (0.939, 2.162, 2.856)
H (1.616, 0.022, -3.665)
H (-0.800, 0.774, -5.016)
H (-0.134, 2.986, -4.144)
H (1.499, 2.786, -4.801)
H (0.115, 2.940, -5.895)
H (-0.285, 0.934, -7.411)
H (1.102, 0.090, -8.011)

C39H41HgNO2P2 | the ωB97M-V functional and the def2-TZVPD basis

Output
LUMO level (eV): -1.679
HOMO level (eV): -6.11
Max |F| (eV Å⁻¹): 1.3
Electronic energy (a.u.): -2551.9032
HOMO-LUMO gap (Eh): 0.1627

Geometry (Å):
Hg (1.758, -1.358, -1.817)
C (-2.413, -0.091, 5.382)
C (-2.385, -0.100, 4.048)
C (-2.648, 1.093, 3.166)
C (-1.463, 2.065, 2.910)
C (-0.491, 2.244, 4.034)
C (-0.886, 2.555, 5.266)
C (-2.304, 2.480, 5.760)
C (-2.771, 1.071, 6.245)
C (1.640, -0.610, 0.221)
H (-2.168, -1.009, 5.926)
H (-2.173, -1.037, 3.512)
H (-3.499, 1.677, 3.546)
H (-2.941, 0.696, 2.179)
H (-0.915, 1.747, 2.014)
H (-1.911, 3.044, 2.667)
H (0.568, 2.113, 3.801)
H (-0.165, 2.902, 6.014)
H (-3.002, 2.866, 5.000)
H (-2.339, 3.125, 6.653)
H (-2.335, 0.903, 7.236)
H (-3.860, 1.101, 6.385)
H (2.171, -1.393, 0.776)
H (0.593, -0.492, 0.543)
H (2.146, 0.361, 0.264)
P (-0.243, -2.088, -3.084)
P (2.008, 0.442, -3.564)
C (-0.643, -0.470, -3.780)
C (0.282, 0.467, -4.099)
C (-0.602, -3.299, -4.378)
C (-1.694, -2.999, -5.208)
C (-2.115, -3.905, -6.180)
C (-1.450, -5.123, -6.339)
C (-0.339, -5.415, -5.534)
C (0.098, -4.507, -4.566)
C (-1.572, -2.297, -1.864)
C (-1.854, -1.219, -1.006)
C (-2.576, -1.430, 0.169)
C (-3.163, -2.683, 0.406)
C (-3.027, -3.705, -0.540)
C (-2.201, -3.535, -1.649)
C (2.793, 0.910, -5.146)
C (2.529, 0.096, -6.271)
C (2.853, 0.542, -7.552)
C (3.454, 1.798, -7.725)
C (3.727, 2.602, -6.617)
C (3.418, 2.157, -5.329)
C (2.196, 1.932, -2.524)
C (3.349, 2.129, -1.739)
C (3.471, 3.278, -0.954)
C (2.445, 4.232, -0.945)
C (1.300, 4.031, -1.716)
C (1.163, 2.877, -2.485)
H (-1.712, -0.278, -3.944)
H (0.034, 1.329, -4.735)
H (-2.216, -2.052, -5.086)
H (-2.969, -3.653, -6.808)
H (-1.800, -5.841, -7.087)
H (0.177, -6.367, -5.671)
H (0.968, -4.732, -3.947)
H (-1.483, -0.213, -1.233)
H (-2.668, -0.621, 0.890)
H (-3.733, -2.838, 1.320)
H (-3.573, -4.639, -0.402)
H (-2.051, -4.357, -2.345)
H (2.028, -0.865, -6.130)
H (2.629, -0.083, -8.417)
H (3.707, 2.143, -8.726)
H (4.176, 3.589, -6.751)
H (3.627, 2.797, -4.469)
H (4.142, 1.375, -1.731)
H (4.364, 3.432, -0.347)
H (2.537, 5.131, -0.331)
H (0.498, 4.772, -1.726)
H (0.255, 2.703, -3.058)
O (0.227, -1.728, 6.205)
C (0.529, -0.819, 6.985)
C (1.338, -1.070, 8.262)
C (1.381, 0.286, 8.927)
C (0.638, 1.208, 7.955)
O (0.499, 2.419, 8.154)
N (0.183, 0.505, 6.870)
H (0.838, -1.809, 8.900)
H (2.345, -1.420, 8.010)
H (0.862, 0.283, 9.894)
H (2.407, 0.643, 9.061)

C26H43CeN3O3P | the ωB97M-V functional and the def2-TZVPD basis

Output
Spin multiplicity: 2
Charge: +2
LUMO level (alpha / beta) (eV): -6.068 / -6.065
HOMO level (alpha / beta) (eV): -13.48 / -13.77
Max |F| (eV Å⁻¹): 4.1
Electronic energy (a.u.): -2222.5130
HOMO-LUMO gap (alpha / beta) (Eh): 0.2725 / 0.2831

Geometry (Å):
C (1.117, 0.981, -2.269)
N (1.508, 1.010, -0.979)
C (2.644, 1.656, -0.629)
C (3.381, 2.389, -1.550)
C (2.902, 2.482, -2.855)
C (1.764, 1.761, -3.227)
Ce (0.172, -0.076, 0.781)
C (-1.426, -2.402, 1.380)
O (-1.877, -3.253, 2.008)
C (3.095, 1.515, 0.812)
N (1.974, 1.424, 1.808)
C (1.487, 2.791, 2.207)
C (0.886, 3.629, 1.092)
C (-0.205, 0.269, -2.550)
P (-0.763, -1.284, -1.674)
C (0.130, -2.691, -2.537)
C (-0.487, -2.986, -3.905)
C (-2.637, -1.215, -1.946)
C (-3.266, -2.531, -1.444)
C (-3.202, -0.042, -1.117)
C (-3.010, -0.988, -3.414)
C (1.607, -2.308, -2.714)
C (0.038, -3.927, -1.618)
C (2.329, 0.655, 3.061)
C (3.812, 0.377, 3.270)
H (4.286, 2.896, -1.209)
H (3.410, 3.107, -3.582)
H (1.350, 1.797, -4.236)
H (-0.363, 0.129, -3.631)
H (-4.298, -0.061, -1.208)
H (-2.968, -0.101, -0.045)
H (-2.874, 0.935, -1.496)
H (-4.103, -0.874, -3.465)
H (-2.563, -0.073, -3.822)
H (-2.744, -1.828, -4.063)
H (-4.360, -2.413, -1.466)
H (-3.013, -3.390, -2.082)
H (-2.971, -2.759, -0.411)
H (0.133, -3.744, -4.407)
H (-1.500, -3.402, -3.830)
H (-0.500, -2.097, -4.551)
H (1.731, -1.464, -3.403)
H (2.069, -2.055, -1.750)
H (2.148, -3.170, -3.135)
H (-0.999, -4.236, -1.432)
H (0.556, -4.767, -2.109)
H (0.527, -3.732, -0.654)
H (3.716, 0.606, 0.877)
H (3.747, 2.368, 1.083)
H (0.748, 2.643, 3.008)
H (2.336, 3.328, 2.664)
H (1.765, -0.302, 3.038)
H (1.935, 1.220, 3.918)
H (4.429, 1.262, 3.076)
H (3.967, 0.099, 4.319)
H (4.170, -0.462, 2.662)
H (0.481, 4.543, 1.547)
H (1.645, 3.935, 0.362)
H (0.056, 3.133, 0.565)
C (2.634, -2.552, 0.900)
H (3.463, -1.957, 1.326)
H (3.029, -3.166, 0.069)
H (2.284, -3.239, 1.693)
O (1.591, -1.689, 0.469)
H (-0.977, 0.974, -2.149)
O (-1.269, 0.694, 2.106)
N (-2.195, 1.308, 2.910)
C (-2.497, 0.731, 4.100)
C (-3.338, 1.403, 4.970)
C (-3.872, 2.636, 4.593)
C (-3.561, 3.179, 3.348)
C (-2.707, 2.496, 2.496)
H (-2.039, -0.234, 4.315)
H (-3.560, 0.944, 5.930)
H (-4.534, 3.176, 5.265)
H (-3.966, 4.135, 3.022)
H (-2.408, 2.852, 1.511)

C4H9Cl6HgO | the ωB97M-V functional and the def2-TZVPD basis

Output
Charge: +1
LUMO level (eV): -9.285
HOMO level (eV): -13.48
Max |F| (eV Å⁻¹): 2.7
Electronic energy (a.u.): -3147.1648
HOMO-LUMO gap (Eh): 0.1541

Geometry (Å):
Hg (3.264, -2.060, -2.208)
C (0.532, -0.046, -1.304)
O (1.815, -0.543, -1.273)
H (0.131, -0.398, -2.255)
H (-0.017, -0.549, -0.508)
H (0.394, 1.030, -1.199)
C (2.769, 2.520, 0.609)
Cl (4.211, 2.488, 1.672)
Cl (1.454, 3.317, 1.494)
H (2.997, 3.001, -0.342)
H (2.450, 1.480, 0.539)
C (-2.225, -3.020, -0.478)
Cl (-1.342, -3.588, -1.960)
Cl (-1.835, -4.030, 0.956)
H (-1.856, -2.018, -0.260)
H (-3.294, -3.068, -0.686)
C (-1.789, 1.192, 1.450)
Cl (-1.705, -0.430, 2.181)
Cl (-3.012, 1.311, 0.196)
H (-2.126, 1.852, 2.250)
H (-0.815, 1.559, 1.127)

C23H30BrF5N2OPd | the ωB97M-V functional and the def2-TZVPD basis

Output
Charge: -2
LUMO level (eV): 4.359
HOMO level (eV): 0.41
Max |F| (eV Å⁻¹): 0.5
Electronic energy (a.u.): -4280.3605
HOMO-LUMO gap (Eh): 0.1450

Geometry (Å):
Pd (1.330, 2.591, -0.398)
N (0.699, 4.932, -2.450)
C (-0.259, 4.071, -3.150)
C (0.420, 3.221, -4.219)
C (1.126, 1.957, -3.730)
N (2.214, 2.263, -2.801)
H (1.213, 4.291, -1.826)
H (0.179, 5.503, -1.790)
H (-1.014, 4.706, -3.630)
H (-0.783, 3.394, -2.457)
H (1.137, 3.864, -4.747)
H (-0.325, 2.899, -4.957)
H (1.467, 1.404, -4.623)
H (0.436, 1.314, -3.181)
H (2.883, 2.902, -3.212)
H (2.685, 1.433, -2.463)
C (2.235, -4.583, 2.365)
C (0.818, -4.424, 1.814)
C (0.544, -5.610, 0.878)
C (-0.158, -4.492, 2.997)
C (0.641, -3.109, 1.063)
C (1.651, -2.162, 0.917)
C (1.429, -1.002, 0.205)
Br (2.836, 0.267, 0.084)
C (0.218, -0.683, -0.488)
O (0.111, 0.310, -1.253)
C (-0.853, -1.617, -0.212)
C (-0.591, -2.780, 0.492)
C (-2.296, -1.383, -0.694)
C (-3.263, -1.564, 0.489)
C (-2.570, 0.019, -1.256)
C (-2.642, -2.406, -1.784)
H (2.323, -5.545, 2.881)
H (2.482, -3.795, 3.078)
H (2.980, -4.557, 1.568)
H (0.651, -6.563, 1.408)
H (1.244, -5.598, 0.040)
H (-0.465, -5.561, 0.465)
H (-0.042, -5.432, 3.550)
H (-1.193, -4.421, 2.660)
H (0.020, -3.661, 3.682)
H (2.627, -2.306, 1.363)
H (-1.408, -3.486, 0.621)
H (-3.037, -0.839, 1.272)
H (-3.211, -2.561, 0.929)
H (-4.294, -1.399, 0.155)
H (-2.258, 0.805, -0.569)
H (-3.651, 0.097, -1.428)
H (-2.041, 0.200, -2.187)
H (-2.549, -3.431, -1.415)
H (-1.964, -2.291, -2.632)
H (-3.668, -2.260, -2.141)
F (2.450, 5.364, 0.978)
C (1.497, 4.712, 1.720)
C (0.745, 3.682, 1.194)
C (-0.199, 3.187, 2.075)
F (-1.060, 2.187, 1.712)
C (-0.380, 3.635, 3.374)
F (-1.321, 3.110, 4.200)
C (0.421, 4.656, 3.852)
F (0.271, 5.120, 5.121)
C (1.369, 5.205, 3.010)
F (2.145, 6.219, 3.481)

C14H34Br8O8P2 | the ωB97M-V functional and the def2-TZVPD basis

Output
Spin multiplicity: 2
Charge: +1
LUMO level (alpha / beta) (eV): -3.229 / -9.812
HOMO level (alpha / beta) (eV): -12.27 / -12.27
Max |F| (eV Å⁻¹): 3.3
Electronic energy (a.u.): -22430.3593
HOMO-LUMO gap (alpha / beta) (Eh): 0.3324 / 0.0904

Geometry (Å):
Br (-20.367, 6.464, 22.797)
C (-20.759, 4.747, 21.912)
C (-20.634, 4.911, 20.384)
Br (-21.225, 3.250, 19.534)
H (-21.734, 4.369, 22.218)
H (-20.030, 4.004, 22.235)
H (-19.589, 5.117, 20.150)
H (-21.320, 5.706, 20.092)
Br (-11.527, 5.781, 18.980)
C (-12.241, 6.741, 17.346)
C (-13.788, 6.512, 17.247)
Br (-14.313, 6.852, 15.402)
H (-11.639, 6.297, 16.553)
H (-11.963, 7.793, 17.404)
H (-14.395, 7.115, 17.922)
H (-14.090, 5.492, 17.488)
Br (-18.184, 8.028, 12.359)
C (-17.928, 8.228, 14.306)
C (-16.953, 9.382, 14.414)
Br (-16.612, 9.935, 16.290)
H (-17.575, 7.246, 14.623)
H (-18.953, 8.346, 14.657)
H (-17.296, 10.224, 13.812)
H (-16.031, 9.059, 13.931)
Br (-18.538, 5.227, 16.079)
C (-17.166, 3.894, 16.644)
C (-17.708, 3.114, 17.847)
Br (-16.388, 1.751, 18.470)
H (-16.194, 4.346, 16.843)
H (-17.069, 3.235, 15.782)
H (-18.688, 2.686, 17.640)
H (-17.919, 3.850, 18.623)
C (-17.559, 0.030, 13.277)
O (-17.843, 1.206, 12.473)
P (-16.600, 2.189, 12.123)
O (-15.266, 1.588, 11.893)
O (-17.263, 2.985, 10.789)
C (-16.436, 3.756, 9.897)
O (-16.735, 3.312, 13.315)
C (-16.135, 4.554, 13.192)
H (-17.907, -0.846, 12.730)
H (-18.116, 0.039, 14.214)
H (-16.492, -0.099, 13.458)
H (-16.600, 3.332, 8.906)
H (-15.383, 3.592, 10.129)
H (-16.712, 4.807, 9.815)
H (-15.179, 4.520, 12.669)
H (-16.120, 5.057, 14.159)
H (-16.800, 5.195, 12.614)
C (-17.094, 3.152, 21.895)
O (-17.250, 4.588, 21.900)
P (-16.227, 5.452, 20.958)
O (-15.746, 4.770, 19.743)
O (-15.054, 5.903, 22.025)
C (-15.426, 6.357, 23.316)
O (-17.028, 6.830, 20.633)
C (-17.940, 7.022, 19.591)
H (-17.099, 2.809, 22.930)
H (-16.129, 2.850, 21.488)
H (-17.910, 2.752, 21.293)
H (-14.995, 5.630, 24.004)
H (-16.496, 6.432, 23.513)
H (-15.031, 7.359, 23.480)
H (-18.008, 6.233, 18.842)
H (-17.684, 7.813, 18.886)
H (-18.894, 7.386, 19.972)

C35H30F6FeN5O7S2 | the ωB97M-V functional and the def2-TZVPD basis

Output
Spin multiplicity: 6
LUMO level (alpha / beta) (eV): -1.480 / -1.509
HOMO level (alpha / beta) (eV): -7.80 / -7.93
Max |F| (eV Å⁻¹): 1.1
Electronic energy (a.u.): -4811.2705
HOMO-LUMO gap (alpha / beta) (Eh): 0.2323 / 0.2359

Geometry (Å):
Fe (-0.500, 0.720, -2.210)
C (3.796, 0.280, 2.487)
O (2.399, 0.088, 2.708)
C (1.999, -0.505, 3.855)
C (2.829, -0.707, 4.950)
C (2.321, -1.246, 6.126)
C (0.984, -1.597, 6.213)
C (0.160, -1.426, 5.111)
C (0.649, -0.893, 3.929)
N (-0.263, -0.691, 2.856)
C (-0.005, -0.725, 1.517)
N (0.912, -1.600, 1.162)
C (1.908, -1.643, 0.139)
C (1.917, -0.928, -1.062)
C (3.021, -1.095, -1.917)
C (4.057, -1.938, -1.594)
C (4.051, -2.651, -0.397)
C (2.980, -2.492, 0.452)
O (2.874, -3.105, 1.674)
C (3.812, -4.126, 1.977)
N (-0.838, -0.038, 0.724)
C (-1.204, 1.168, 0.927)
C (0.350, 3.094, 0.219)
C (0.140, 4.515, 0.560)
C (-1.256, 4.748, 1.003)
C (-3.031, 2.802, 0.474)
C (-2.601, 1.555, 0.696)
O (-3.568, 0.601, 0.837)
C (-3.548, -0.531, -0.061)
H (4.325, -0.674, 2.527)
H (4.225, 0.974, 3.213)
H (3.885, 0.695, 1.488)
H (3.869, -0.418, 4.897)
H (2.977, -1.372, 6.978)
H (0.584, -2.008, 7.131)
H (-0.885, -1.712, 5.163)
H (-1.187, -0.373, 3.104)
H (1.197, -2.196, 1.930)
H (2.987, -0.557, -2.857)
H (4.885, -2.058, -2.282)
H (4.864, -3.321, -0.156)
H (3.767, -4.925, 1.235)
H (3.531, -4.514, 2.952)
H (4.827, -3.728, 2.026)
H (1.389, 2.848, 0.024)
H (0.889, 5.286, 0.454)
H (-1.503, 5.805, 1.045)
H (-4.110, 2.881, 0.394)
H (-4.588, -0.817, -0.198)
H (-2.996, -1.367, 0.364)
H (-3.121, -0.272, -1.028)
C (-0.768, 2.961, 2.579)
C (-1.321, 4.149, 2.397)
C (-2.235, 4.021, -0.009)
C (-1.507, 3.374, -1.193)
N (-0.363, 2.821, -1.055)
C (-0.176, 2.185, 1.422)
C (-2.277, 3.073, -2.414)
C (-3.252, 3.946, -2.902)
C (-3.978, 3.599, -4.027)
C (-3.736, 2.377, -4.642)
C (-2.763, 1.516, -4.141)
C (-1.991, 1.836, -3.018)
H (-0.773, 2.472, 3.550)
H (-1.801, 4.701, 3.198)
H (-2.961, 4.744, -0.363)
H (0.682, 1.628, 1.780)
H (-3.427, 4.907, -2.422)
H (-4.734, 4.271, -4.417)
H (-4.308, 2.093, -5.520)
H (-2.618, 0.567, -4.639)
F (-0.752, -5.913, -2.671)
C (-1.147, -4.647, -2.624)
F (-1.985, -4.508, -1.573)
F (-1.839, -4.385, -3.731)
S (0.344, -3.479, -2.329)
O (0.937, -0.146, -1.422)
O (1.462, -4.420, -2.217)
N (0.453, -2.761, -3.827)
S (-0.383, -1.487, -4.090)
O (0.342, -0.281, -4.429)
O (-1.441, -1.232, -3.101)
C (-1.290, -1.886, -5.684)
F (-0.826, -2.998, -6.236)
F (-2.594, -2.028, -5.443)
F (-1.134, -0.883, -6.549)